1.
Here is a structure of composition C9H9N3OS in a non-equilibrium geometry from OMol25. Energies are from wB97M-V/def2-TZVPD.

- DFT total energy: -26822.302 eV
- Multiplicity: 3
- Energy relative to the best compared isomer or geometry (same formula, charge and spin): 32.3 kcal/mol
- LUMO (spin up / spin down): -0.33 / -3.07 eV
- HOMO (spin up / spin down): -7.317 / -9.093 eV

Last column: Mulliken spin population.
Atoms and positions in Å:
N: -1.091 -1.771 -0.673  0.118
N: 1.898 0.388 -0.954  -0.271
H: 1.953 -0.918 0.827  -0.008
H: -4.393 -0.356 0.994  -0.002
N: -2.315 1.378 0.392  0.542
H: -4.193 -2.862 0.394  0.003
C: 3.273 0.983 0.631  0.005
C: -0.214 0.552 -0.546  0.848
C: 2.596 1.559 -0.628  0.018
O: -0.574 3.246 -0.180  0.023
H: 4.332 0.848 0.735  0.001
H: 3.131 1.769 -1.512  -0.029
C: -2.192 -2.444 -0.521  0.135
H: -2.339 -3.490 -0.928  0.012
C: -2.323 0.070 0.278  0.118
C: -3.419 -0.800 0.602  0.143
H: 3.309 -1.031 -0.265  -0.016
H: 2.270 2.537 -0.562  -0.017
C: -1.090 -0.482 -0.371  0.169
H: 2.940 1.285 1.561  0.001
C: -3.380 -2.074 0.134  0.084
C: 2.596 -0.332 0.174  0.024
S: -0.774 1.946 0.419  0.100

Cartesian forces, eV/Å:
N 2.12 1.10 -1.33
N -4.22 -1.84 0.38
H -0.07 0.24 0.20
H 1.68 -0.51 -0.19
N -1.05 1.95 0.31
H 1.49 1.60 -0.90
C 0.08 -1.88 -1.64
C 4.94 1.44 -0.58
C 1.94 0.62 1.03
O -0.15 0.46 -0.95
H 0.71 0.38 -0.47
H 1.98 -0.25 -1.12
C -3.25 -3.40 0.47
H 1.28 1.07 0.25
C -0.14 -3.03 -0.73
C -0.92 3.41 0.12
H -0.04 -0.08 -0.21
H -2.25 1.82 0.77
C -4.13 -1.83 1.50
H -1.08 1.15 1.69
C 0.19 -2.03 0.34
C -0.36 -0.04 -0.41
S 1.26 -0.35 1.47


2.
Here is a cluster of 2 separate species, CH3N3O in total in a non-equilibrium geometry from OMol25. Energies are from wB97M-V/def2-TZVPD.

- SMILES: N=C=N.N=O
- DFT total energy: -7599.307 eV
- Energy relative to the best compared isomer or geometry (same formula, charge and spin): 99.1 kcal/mol
- LUMO (spin up / spin down): -0.42 / -0.42 eV
- HOMO (spin up / spin down): -9.410 / -9.409 eV

Last column: natural (NBO) charge in e.
Atoms and positions in Å:
N: -1.969 0.562 -0.022  -0.742
H: -2.924 0.801 0.244  0.427
N: 2.366 0.603 -0.413  -0.016
N: -0.418 -1.186 -0.382  -0.723
H: 0.067 -1.806 0.252  0.403
C: -1.211 -0.352 -0.005  0.652
H: 2.477 1.496 0.071  0.260
O: 1.613 -0.117 0.255  -0.260

Cartesian forces, eV/Å:
N -1.55 2.41 0.91
H 0.92 -0.70 -0.23
N -1.60 -2.61 0.95
N -0.01 -1.47 0.28
H 0.05 0.30 -0.15
C -0.32 -0.89 -1.06
H -0.18 0.86 0.51
O 2.70 2.10 -1.21


3.
Here is a cluster of 15 separate species, H31O15 in total in a non-equilibrium geometry from OMol25. Energies are from wB97M-V/def2-TZVPD.

- Net charge: +1
- DFT total energy: -31208.263 eV
- Energy relative to the best compared isomer or geometry (same formula, charge and spin): 75.6 kcal/mol
- LUMO: -3.25 eV
- HOMO: -13.882 eV

Last column: natural (NBO) charge in e.
Atoms and positions in Å:
H: 3.141 -1.607 -3.189  0.472
H: -0.835 -2.074 1.061  0.553
O: 2.305 1.206 -1.256  -1.017
H: 2.444 -0.557 -2.544  0.472
H: -0.163 -0.810 -4.145  0.491
H: 3.794 -2.726 1.021  0.470
H: -2.996 -0.639 3.706  0.495
H: 1.095 1.904 3.162  0.466
H: -1.642 2.293 3.724  0.499
O: 2.985 -0.185 1.899  -0.939
O: -0.223 3.513 0.931  -0.936
O: -2.336 -0.477 3.027  -1.013
H: -0.132 1.337 3.701  0.462
H: -3.819 -0.712 -2.696  0.485
H: 2.401 -2.177 1.149  0.461
O: -1.786 -2.379 1.017  -0.797
O: 2.282 -1.493 -2.751  -0.951
H: -3.405 -0.636 -1.245  0.448
O: -3.988 -1.121 -1.841  -0.924
H: 3.158 -1.056 2.287  0.494
H: -2.108 2.692 2.361  0.509
H: -1.902 -2.130 -0.047  0.534
H: -0.362 1.904 -2.271  0.495
H: 2.140 0.033 2.314  0.489
O: -0.971 -1.610 -1.097  -0.949
H: -0.749 2.787 0.590  0.452
O: -1.838 1.924 2.852  -0.946
O: -0.080 1.128 -2.815  -1.014
H: -2.165 0.470 2.932  0.490
O: 1.129 -1.033 0.284  -1.019
H: -1.096 3.438 -0.861  0.476
H: 1.989 1.500 -2.107  0.515
H: -0.286 -2.274 -1.252  0.534
O: -0.333 -1.493 -3.474  -0.975
H: -2.141 -1.543 1.427  0.550
H: 0.687 3.345 0.654  0.497
H: 3.159 1.489 -0.927  0.507
H: -1.452 3.895 -2.240  0.501
H: 0.146 0.348 -2.302  0.474
O: 2.918 -2.960 1.343  -0.932
O: -0.856 3.291 -1.779  -0.939
H: 1.161 -0.378 -0.430  0.500
H: 0.285 -2.096 -3.921  0.488
O: 0.825 1.218 3.789  -0.929
H: 1.859 -0.692 0.821  0.471
H: -1.640 -1.602 -1.796  0.529

Cartesian forces, eV/Å:
H -0.22 -0.90 -0.07
H 0.00 -0.81 0.07
O -0.65 -1.09 1.18
H -0.75 -0.06 0.51
H -0.79 0.78 0.61
H 0.13 -0.28 -0.12
H 0.00 0.11 -0.06
H 0.45 0.02 0.25
H -0.24 0.08 0.11
O -0.18 -0.02 0.26
O -0.15 0.23 0.28
O 0.09 -1.63 -0.62
H 0.42 -0.68 0.14
H -0.16 -0.02 -0.19
H -0.31 -0.55 -0.59
O 0.25 1.87 -0.76
O 1.35 0.81 -0.40
H -0.32 0.28 0.03
O 0.58 -0.06 0.17
H 0.50 0.03 0.24
H -0.22 0.49 -0.48
H 1.29 -0.59 1.04
H 0.20 -0.87 -0.31
H 0.00 0.55 0.68
O -1.67 0.17 0.77
H 0.40 -0.59 0.32
O 0.33 0.98 0.62
O 0.37 0.18 -0.37
H -0.46 0.08 0.12
O -0.82 0.21 -0.24
H 0.31 0.40 0.06
H 0.33 0.84 -0.51
H 0.00 0.15 -0.60
O 0.65 -0.11 -2.18
H -0.74 -0.39 1.15
H -0.08 -0.04 -0.16
H 0.13 0.39 -0.72
H 0.16 -0.14 -0.41
H -0.37 0.01 0.21
O 0.35 -0.07 0.44
O -0.73 0.87 0.17
H -0.11 -0.26 -0.12
H -0.09 -0.78 0.89
O -0.31 0.43 -0.63
H 0.33 0.28 0.07
H 0.77 -0.32 -0.85